1.
This record from the Open Molecules 2025 dataset describes a molecular structure, C22H10Cl3F5FeNO2. The level of theory is wB97M-V/def2-TZVPD.

CARTESIAN COORDINATES (ANGSTROEM)
Fe  -0.3091  -0.2504  -0.7907
Cl  -3.7012  -0.1852  2.7700
C  -2.8676  1.1524  2.0695
C  -3.1284  2.4478  2.5575
C  -2.5020  3.5393  2.0335
Cl  -2.8545  5.1191  2.6563
C  -1.5668  3.3962  0.9786
C  -0.8733  4.4501  0.3465
C  -0.0156  4.1802  -0.6837
C  0.1794  2.8486  -1.0842
N  -0.4298  1.8466  -0.4935
C  -1.3130  2.0931  0.5159
C  -1.9665  0.9324  1.0500
O  -1.6749  -0.2443  0.5449
H  -3.8435  2.5666  3.3593
H  -1.0382  5.4660  0.6791
H  0.5186  4.9709  -1.1906
H  0.8446  2.5995  -1.8993
Cl  4.2203  3.8037  -0.2740
C  3.4275  2.2630  -0.2304
C  3.3663  1.4911  -1.3815
C  2.7000  0.2801  -1.3513
C  2.0985  -0.1974  -0.1673
C  1.3115  -1.4134  -0.1690
C  2.2080  0.6056  0.9899
C  2.8583  1.8197  0.9595
H  3.8298  1.8428  -2.2934
H  2.6413  -0.3203  -2.2530
H  1.0820  -1.8514  0.7974
H  1.5299  -2.1415  -0.9452
H  1.7596  0.2591  1.9135
H  2.9302  2.4321  1.8479
F  2.0676  -3.6071  -6.2498
C  1.4309  -2.8349  -5.3674
C  1.4511  -1.4567  -5.5011
F  2.1140  -0.8991  -6.5149
C  0.7949  -0.6591  -4.5820
F  0.8513  0.6724  -4.7200
C  0.0902  -1.2013  -3.5041
O  -0.5413  -0.4306  -2.6378
C  0.0956  -2.5931  -3.3940
F  -0.5419  -3.1561  -2.3567
C  0.7494  -3.4014  -4.3051
F  0.7291  -4.7263  -4.1573

Values from the calculation:
**Multiplicity**: 6
**E_LUMO (alpha / beta)**: -0.7 / -1.8 eV
**Total charge**: 0
**HOMO level (alpha / beta)**: -8.082 / -8.364 eV
**E_tot**: -114103.347 eV


2.
This record from the Open Molecules 2025 dataset describes a single C5H5NO molecule at a distorted geometry. The level of theory is wB97M-V/def2-TZVPD.

CARTESIAN COORDINATES (ANGSTROEM)
C  -2.3078  0.2718  0.1167
C  -1.3304  -0.6227  -0.1891
C  0.1473  -0.2424  -0.1973
C  0.7362  0.9699  -0.1178
C  2.3858  -0.5272  0.0958
H  -3.2157  -0.2075  0.4544
H  -2.0283  1.3300  0.3099
H  -1.6435  -1.5788  -0.2526
H  0.5363  1.9874  -0.3301
H  3.3571  -0.9466  0.0576
N  1.2392  -1.2189  0.0320
O  2.1238  0.7851  0.0206

Values from the calculation:
**E_LUMO**: 0.8 eV
**Total charge**: 0
**HOMO level**: -9.074 eV
**E_tot**: -8801.421 eV


3.
This record from the Open Molecules 2025 dataset describes a molecular structure, C12H24F3LiN3NbO4S at a distorted geometry. The level of theory is wB97M-V/def2-TZVPD.

CARTESIAN COORDINATES (ANGSTROEM)
N  -0.0753  1.8331  -0.8730
C  0.0425  2.5786  -1.8566
O  0.1338  3.2698  -2.8019
Li  0.5055  1.0553  2.8829
Nb  -0.8671  0.4489  0.3329
N  0.7246  -0.0618  1.5124
N  -1.2248  -0.8355  -1.1236
C  2.2075  -0.1043  1.4048
C  -0.7287  -1.2998  -2.4226
C  2.7676  0.2316  2.8001
C  2.7204  -1.4704  0.9558
C  2.6597  0.9590  0.4125
C  -1.5285  -0.6107  -3.5314
C  -0.8951  -2.8179  -2.5393
C  0.7472  -0.9435  -2.5754
H  2.4281  1.2308  3.1562
H  3.8631  0.2786  2.7352
H  2.5093  -0.5391  3.5408
H  2.5781  -2.2375  1.7271
H  3.8034  -1.4069  0.7665
H  2.2408  -1.8016  0.0249
H  2.2890  0.7594  -0.6019
H  3.7603  0.9633  0.3750
H  2.3398  1.9718  0.6972
H  -2.6003  -0.8096  -3.4261
H  -1.1940  -0.9895  -4.5063
H  -1.3695  0.4746  -3.5057
H  -1.9509  -3.1079  -2.5804
H  -0.4147  -3.3258  -1.6944
H  -0.4152  -3.1608  -3.4652
H  1.1052  -1.3586  -3.5291
H  1.3525  -1.3827  -1.7706
H  0.9051  0.1408  -2.5968
C  0.0755  -1.2372  2.1449
H  -0.9522  -1.3855  1.7273
H  0.6291  -2.1677  1.9568
H  -0.0151  -1.0983  3.2419
C  -2.5823  -1.3027  -0.7387
H  -2.9008  -0.8481  0.2250
H  -3.3351  -1.0342  -1.4966
H  -2.5973  -2.3942  -0.6031
F  -2.2727  4.5070  3.0963
C  -1.7816  3.8179  2.0459
F  -1.9879  4.5235  0.9111
F  -0.4233  3.6877  2.2101
S  -2.5555  2.0958  1.9243
O  -1.3902  1.1915  2.3326
O  -3.7602  1.9046  2.6559
O  -2.5697  1.8081  0.4419

Values from the calculation:
**E_LUMO (alpha / beta)**: -9.0 / -9.0 eV
**Total charge**: +2
**HOMO level (alpha / beta)**: -16.476 / -16.475 eV
**E_tot**: -46222.931 eV


4.
This record from the Open Molecules 2025 dataset describes a single C38H44FNO6 molecule at a distorted geometry. The level of theory is wB97M-V/def2-TZVPD.

CARTESIAN COORDINATES (ANGSTROEM)
C  1.4041  0.5623  3.4570
C  -0.0546  1.0594  3.9421
C  -0.7119  2.1124  2.8967
O  -1.7836  1.4944  2.1380
C  -1.2900  0.7280  1.0353
C  -1.3537  -0.8305  1.0619
C  -1.9718  -1.7406  2.2173
C  -3.1864  -1.0921  3.0426
C  -4.3370  -0.4096  2.1535
C  -4.6966  -1.1804  0.7898
C  -5.3449  -2.6417  0.9806
O  -5.3133  -3.2861  -0.3462
C  -6.3219  -2.7237  -1.2170
C  -6.4271  -3.5472  -2.6265
C  -0.7246  -1.5689  -0.1991
C  -0.6307  -3.1563  -0.3679
C  0.9202  -3.6803  -0.2587
C  1.2847  -4.4597  -1.6255
O  1.8353  -2.6167  0.0977
C  3.1982  -3.0799  0.2268
C  4.0661  -1.7707  0.6577
C  4.8334  -0.8944  -0.4107
C  5.6043  0.3701  0.0693
C  5.6056  0.7665  1.6019
C  4.8437  -0.1323  2.6428
C  4.0623  -1.4140  2.1779
C  -0.1247  -0.7212  -1.4011
N  0.4726  -1.4643  -2.5680
C  -0.4567  -1.7708  -3.4296
O  -1.3832  -2.0504  -4.2023
C  -0.0917  0.8348  -1.4284
C  -0.6924  1.5737  -0.1697
C  -0.6713  3.1759  -0.2094
O  -1.6140  3.8074  0.3468
C  0.5476  3.8688  -1.0081
C  1.0421  5.2656  -0.5227
C  0.4214  6.0972  0.7102
C  2.2303  5.9282  -1.2974
C  2.8396  5.1620  -2.5112
C  2.3516  3.7594  -3.0302
C  3.0063  2.9853  -4.2678
C  4.1688  2.0197  -3.6424
F  4.5024  0.9615  -4.5667
C  1.1634  3.1041  -2.2580
C  0.4944  1.7018  -2.6378
O  0.3916  1.2212  -3.8024
H  1.3758  -0.4450  2.8811
H  2.0359  0.3540  4.4060
H  1.9725  1.3350  2.8172
H  0.1005  1.6455  4.9253
H  -0.7270  0.1530  4.1504
H  -1.1387  3.0053  3.5021
H  0.1494  2.5306  2.2684
H  -1.1164  -1.9785  2.9567
H  -2.3452  -2.7771  1.8496
H  -3.6842  -1.9624  3.6329
H  -2.8587  -0.3340  3.8562
H  -4.1635  0.6909  1.8905
H  -5.3036  -0.4283  2.8017
H  -5.5050  -0.5361  0.2575
H  -3.8358  -1.2791  0.0416
H  -6.4447  -2.4973  1.3301
H  -4.7900  -3.3239  1.7117
H  -7.3448  -2.7171  -0.6962
H  -6.1047  -1.6279  -1.5382
H  -6.3214  -4.6765  -2.4842
H  -7.4180  -3.2145  -3.0978
H  -5.5915  -3.0907  -3.2919
H  -1.0934  -3.4021  -1.4030
H  -1.2203  -3.7640  0.3988
H  0.9597  -4.4488  0.6145
H  1.7636  -5.4712  -1.3110
H  2.0988  -3.8586  -2.1794
H  0.3968  -4.6637  -2.3154
H  3.3350  -3.9198  1.0051
H  3.6729  -3.4251  -0.7741
H  4.8263  -1.1374  -1.5428
H  6.1934  1.0840  -0.6235
H  6.1387  1.7137  1.9820
H  4.8081  0.1228  3.7571
H  3.4832  -2.0569  2.9344
H  -0.7218  6.1991  0.5285
H  0.8183  7.1768  0.7745
H  0.5210  5.5196  1.6995
H  2.6242  6.9606  -0.9644
H  3.7203  5.6353  -3.0840
H  2.2678  2.4167  -4.9289
H  3.5156  3.7905  -4.9249
H  5.0595  2.7339  -3.4276
H  3.7838  1.6406  -2.6271

Values from the calculation:
**E_LUMO**: -1.3 eV
**Total charge**: 0
**HOMO level**: -8.495 eV
**E_tot**: -56593.661 eV


5.
This record from the Open Molecules 2025 dataset describes a single C4H5NO molecule. The level of theory is wB97M-V/def2-TZVPD.

CARTESIAN COORDINATES (ANGSTROEM)
C  -0.8358  -1.2139  -0.2042
C  -0.0085  -0.1841  -0.0407
N  -0.4349  1.1777  0.1069
O  -1.7911  1.2917  -0.2900
C  1.4187  -0.3250  0.0787
C  2.6165  -0.4298  0.1568
H  -1.9019  -1.0460  -0.2998
H  -0.4458  -2.2231  -0.2111
H  -0.4608  1.2909  1.1210
H  -1.8344  2.2031  -0.6059
H  3.6779  -0.5414  0.1882

Values from the calculation:
**E_LUMO**: 0.9 eV
**Total charge**: 0
**HOMO level**: -8.963 eV
**E_tot**: -7762.307 eV